## a
DFT (the ωB97M-V functional and the def2-TZVPD basis) results for a structure of composition C8H19NO.

Atoms and positions in Å:
C -1.816 1.626 -0.535
C 1.021 1.362 -0.707
C -2.238 0.418 -1.100
N -1.850 1.883 0.798
O 0.866 2.366 0.289
H 1.574 2.263 0.932
H -1.383 2.407 -1.138
H -2.091 1.105 1.395
H -1.056 2.418 1.130
H 0.563 1.689 -1.637
H 2.083 1.233 -0.915
H -3.064 -0.088 -0.601
H -1.244 -0.446 -0.761
H -2.370 0.421 -2.176
C 2.006 -1.215 -1.080
C 1.538 -0.428 1.281
C -1.038 -1.829 1.051
C 0.970 -0.687 -0.101
C -0.289 -1.367 -0.183
H -0.350 -2.090 -0.995
H 0.855 0.156 1.899
H 1.599 -1.269 -2.091
H 2.318 -2.224 -0.791
H 2.901 -0.591 -1.115
H 1.741 -1.367 1.804
H 2.484 0.115 1.218
H -2.078 -2.062 0.809
H -0.599 -2.732 1.488
H -1.052 -1.066 1.831

Summary:
HOMO-LUMO gap, hartree: 0.2641
Net charge: 0
Lowest unoccupied orbital energy, eV: 0.781
Multiplicity: 1
E_HOMO, eV: -6.405


## b
DFT (the ωB97M-V functional and the def2-TZVPD basis) results for a cluster of 2 separate species, C8H19NO in total.

Atoms and positions in Å:
C -1.930 -2.644 -0.679
C -0.847 -1.687 0.041
N -1.260 -0.215 -0.079
C -2.610 0.003 0.169
C -0.607 0.585 -1.041
C 0.098 -0.099 -2.208
O -0.463 1.750 -0.877
H -1.678 -3.529 -0.108
H -1.902 -2.798 -1.821
H -3.259 -2.766 -0.738
H -0.403 -1.973 1.002
H 0.079 -1.871 -0.694
H -3.041 -0.761 0.935
H -2.854 1.203 0.286
H -3.344 -0.261 -0.574
H 1.190 0.390 -2.135
H 0.079 -1.092 -2.379
H -0.385 0.396 -3.012
C 3.231 -0.080 1.156
C 2.645 1.064 2.013
C 1.464 1.729 1.385
H 3.661 0.362 0.233
H 2.478 -0.886 1.023
H 4.188 -0.576 1.536
H 2.433 0.631 3.039
H 3.504 1.663 2.248
H 0.935 2.582 1.974
H 1.486 2.443 0.513
H 0.684 1.116 1.223

Summary:
HOMO-LUMO gap, hartree: 0.3529
Net charge: 0
Lowest unoccupied orbital energy, eV: 0.736
Multiplicity: 1
E_HOMO, eV: -8.867
SMILES: CCN(C)C(C)=O.CCC


Computed energies relative to the best structure, in kcal/mol: a 3.3; b 0.0


## a
DFT (the ωB97M-V functional and the def2-TZVPD basis) results for a cluster of 2 separate species, C5H8FNO in total.

Atoms and positions in Å:
C -1.130 -0.756 -0.473
C -1.492 -1.829 0.265
C 0.008 -0.676 -1.539
C 1.569 0.853 -0.018
C 0.935 1.178 1.238
H -2.192 -1.776 0.985
H -1.214 -3.028 -0.076
H -0.432 -0.411 -2.448
H 0.682 -1.365 -1.466
H -0.233 1.289 -1.338
H 2.230 1.651 -0.399
H 1.929 -0.098 0.470
H 0.187 2.438 1.273
N 0.756 0.631 -1.222
O 1.234 0.141 2.242
F -1.717 0.348 -0.358

Summary:
HOMO-LUMO gap, hartree: 0.3253
Net charge: 0
Lowest unoccupied orbital energy, eV: -0.466
Multiplicity: 1
E_HOMO, eV: -9.317


## b
DFT (the ωB97M-V functional and the def2-TZVPD basis) results for a structure of composition C5H8FNO.

Atoms and positions in Å:
C 2.795 -0.286 0.390
C 0.443 -0.776 0.931
C -0.912 -0.419 0.524
C -1.300 0.381 -0.552
C -2.630 0.897 -0.884
H 3.936 -1.008 0.085
H 2.500 -0.606 1.590
H 3.242 0.955 0.530
H 1.006 -0.582 -1.198
H -1.802 -0.594 1.120
H -3.398 0.692 -0.217
H -2.773 0.312 -1.904
H -2.793 1.938 -0.930
N 1.351 -0.607 -0.178
O 0.669 -1.360 1.974
F -0.333 1.063 -1.279

Summary:
HOMO-LUMO gap, hartree: 0.3551
Net charge: 0
Lowest unoccupied orbital energy, eV: 0.352
Multiplicity: 1
E_HOMO, eV: -9.311


Computed energies relative to the best structure, in kcal/mol: a 80.7; b 0.0


## a
DFT (the ωB97M-V functional and the def2-TZVPD basis) results for a cluster of 2 separate species, C2H2FIO in total.

Atoms and positions in Å:
C -1.899 -1.087 -1.893
C -1.434 -1.543 -2.855
O -1.678 1.002 0.620
F -0.863 -2.162 -3.848
I -0.137 0.517 1.472
H -2.612 -0.614 -1.301
H 0.580 1.918 1.303

Summary:
HOMO-LUMO gap, hartree: 0.3226
Net charge: 0
Lowest unoccupied orbital energy, eV: -0.338
Multiplicity: 1
E_HOMO, eV: -9.115


## b
DFT (the ωB97M-V functional and the def2-TZVPD basis) results for the molecule C2H2FIO.

Atoms and positions in Å:
C 0.646 2.043 -0.734
C 0.220 -1.477 0.355
O 0.922 2.866 -1.516
F 1.299 -2.092 0.890
I 0.975 -0.140 -1.323
H 0.299 2.121 0.293
H -0.334 -2.250 -0.206

Summary:
HOMO-LUMO gap (alpha / beta), hartree: 0.2723 / 0.2723
Net charge: 0
Lowest unoccupied orbital energy (alpha / beta), eV: -0.324 / -0.324
Multiplicity: 1
E_HOMO (alpha / beta), eV: -7.734 / -7.734


Computed energies relative to the best structure, in kcal/mol: a 48.8; b 0.0


## a
DFT (the ωB97M-V functional and the def2-TZVPD basis) results for a cluster of 2 separate species, C9H11O2 in total.

Atoms and positions in Å:
C 1.581 -1.336 2.957
C 0.859 1.199 -0.417
C 2.042 1.433 0.269
C 0.030 0.130 -0.122
C 2.339 0.709 1.428
C 0.390 -0.609 0.983
C 1.494 -0.315 1.845
H 0.495 1.911 -1.169
H 2.728 2.228 0.009
H -0.888 0.140 -0.731
H 3.254 0.816 2.001
H -0.286 -1.360 1.369
H 0.576 -1.380 3.417
H 2.230 -0.898 3.719
H 1.645 -2.395 2.681
C -2.773 -0.726 -2.589
C -2.514 0.843 -2.625
O -2.141 1.297 -3.726
O -2.632 1.384 -1.501
H -3.673 -0.891 -2.032
H -1.940 -1.222 -2.106
H -2.816 -0.959 -3.658

Summary:
HOMO-LUMO gap, hartree: 0.2603
Net charge: -1
Lowest unoccupied orbital energy, eV: 3.053
Multiplicity: 1
E_HOMO, eV: -4.031


## b
DFT (the ωB97M-V functional and the def2-TZVPD basis) results for a cluster of 2 separate species, C9H11O2 in total.

Atoms and positions in Å:
C -0.998 -2.336 1.344
C -0.233 1.305 0.474
C 0.023 1.868 1.723
C -0.565 -0.011 0.366
C -0.695 -0.860 1.477
C -0.013 1.004 2.823
C -0.398 -0.421 2.754
H -0.155 1.943 -0.366
H 0.144 3.047 1.640
H -0.555 -0.332 -0.705
H 0.268 1.218 3.825
H -0.042 -2.796 1.345
H -1.467 -2.674 0.398
H -0.055 -1.114 3.541
H -1.657 -2.715 2.088
C 0.969 -0.130 -2.799
C 0.863 1.154 -3.717
O -0.117 1.823 -3.413
O 1.620 1.329 -4.710
H 1.291 -0.946 -3.524
H -0.051 -0.303 -2.494
H 1.824 -0.052 -2.070

Summary:
HOMO-LUMO gap, hartree: 0.2572
Net charge: -1
Lowest unoccupied orbital energy, eV: 3.108
Multiplicity: 1
E_HOMO, eV: -3.891


Computed energies relative to the best structure, in kcal/mol: a 0.0; b 16.6


## a
DFT (the ωB97M-V functional and the def2-TZVPD basis) results for the molecule C2H2O2S.

Atoms and positions in Å:
O -1.473 1.026 1.177
C -1.440 0.285 0.176
C -0.170 -0.349 -0.462
O -0.098 -1.088 -1.485
S 1.471 0.035 0.200
H -2.299 -0.240 -0.365
H 0.987 0.557 1.339

Summary:
HOMO-LUMO gap, hartree: 0.3252
Net charge: 0
Lowest unoccupied orbital energy, eV: -1.487
Multiplicity: 1
E_HOMO, eV: -10.335
SMILES: O=CC(=O)S


## b
DFT (the ωB97M-V functional and the def2-TZVPD basis) results for a structure of composition C2H2O2S.

Atoms and positions in Å:
C -0.146 0.980 -1.300
C 1.480 0.318 -1.592
O -0.183 1.808 -0.433
O 1.948 0.651 -2.636
S 1.875 -0.588 -0.229
H -1.420 0.804 -1.669
H 0.710 -0.429 0.210

Summary:
HOMO-LUMO gap, hartree: 0.3516
Net charge: 0
Lowest unoccupied orbital energy, eV: 0.400
Multiplicity: 1
E_HOMO, eV: -9.168


Computed energies relative to the best structure, in kcal/mol: a 0.0; b 32.8


## a
DFT (the ωB97M-V functional and the def2-TZVPD basis) results for the molecule C2H2O2S.

Atoms and positions in Å:
O 0.678 -1.156 -1.975
C 0.439 -0.396 -1.116
O -0.018 0.820 -0.890
C 0.388 0.035 0.259
S -1.107 -0.483 1.414
H 1.216 0.425 0.829
H -1.595 0.755 1.478

Summary:
HOMO-LUMO gap, hartree: 0.3898
Net charge: 0
Lowest unoccupied orbital energy, eV: 0.563
Multiplicity: 1
E_HOMO, eV: -10.043
SMILES: O=C1O[C@H]1S


## b
DFT (the ωB97M-V functional and the def2-TZVPD basis) results for a cluster of 2 separate species, C2H2O2S in total.

Atoms and positions in Å:
C 0.309 -1.217 0.714
C 0.036 -0.264 -1.406
O -0.068 -2.334 0.910
O 0.920 -0.201 1.395
S -1.352 0.646 -1.057
H 1.075 -0.246 2.387
H -1.376 1.266 -2.250

Summary:
HOMO-LUMO gap (alpha / beta), hartree: 0.2970 / 0.2970
Net charge: 0
Lowest unoccupied orbital energy (alpha / beta), eV: -0.354 / -0.353
Multiplicity: 1
E_HOMO (alpha / beta), eV: -8.435 / -8.435


Computed energies relative to the best structure, in kcal/mol: a 0.0; b 78.1


## a
DFT (the ωB97M-V functional and the def2-TZVPD basis) results for a cluster of 2 separate species, C2H5ClS2 in total.

Atoms and positions in Å:
C -1.165 0.716 0.230
C -0.478 0.386 -1.089
S -1.147 0.261 -2.576
S 1.209 -0.011 -0.974
H -0.984 -0.153 0.854
H -0.638 1.554 0.803
H -2.190 0.821 -0.047
H 1.509 0.319 -2.224
Cl -0.256 -2.871 1.072
H -1.151 -2.828 1.964

Summary:
HOMO-LUMO gap, hartree: 0.3068
Net charge: 0
Lowest unoccupied orbital energy, eV: -0.216
Multiplicity: 1
E_HOMO, eV: -8.565
SMILES: CC(=S)S.Cl


## b
DFT (the ωB97M-V functional and the def2-TZVPD basis) results for the molecule C2H5ClS2.

Atoms and positions in Å:
C -0.046 1.582 -0.089
C 0.313 0.218 0.421
H 1.036 2.909 1.578
H -0.177 1.558 -1.171
H -0.981 1.918 0.361
H 0.516 0.171 1.495
H -2.586 -1.771 -0.198
S 1.263 2.802 0.257
S 0.417 -1.117 -0.475
Cl -1.545 -2.503 -0.034

Summary:
HOMO-LUMO gap, hartree: 0.3261
Net charge: 0
Lowest unoccupied orbital energy, eV: 0.183
Multiplicity: 1
E_HOMO, eV: -8.690


Computed energies relative to the best structure, in kcal/mol: a 0.0; b 25.7


## a
DFT (the ωB97M-V functional and the def2-TZVPD basis) results for the molecule C4H10N4.

Atoms and positions in Å:
C -1.488 -2.242 0.629
C -0.940 -1.212 0.052
C -0.678 -0.013 -0.466
N -1.579 0.631 -1.330
N 0.494 0.663 -0.158
C 0.419 2.112 -0.096
N 1.337 -0.080 1.012
N 2.300 -0.935 0.584
H -2.232 -2.143 1.415
H -1.180 -3.259 0.408
H -1.137 1.096 -2.111
H -2.327 0.022 -1.632
H 0.352 2.535 -1.102
H -0.434 2.474 0.488
H 1.337 2.469 0.369
H 0.855 0.058 1.894
H 2.979 -0.462 -0.006
H 1.920 -1.715 0.048

Summary:
HOMO-LUMO gap, hartree: 0.3072
Net charge: 0
Lowest unoccupied orbital energy, eV: 0.963
Multiplicity: 1
E_HOMO, eV: -7.396
SMILES: C=C=C(N)N(C)NN


## b
DFT (the ωB97M-V functional and the def2-TZVPD basis) results for the molecule C4H10N4.

Atoms and positions in Å:
C 2.227 -0.247 -0.607
N 1.274 0.086 0.153
N 0.267 0.847 -0.300
C 0.174 1.098 -1.729
C -0.916 0.813 0.534
C -1.711 -0.488 0.472
N -1.488 -1.578 1.148
N -0.532 -1.508 2.155
H 2.388 -0.152 -1.690
H 2.967 -0.867 -0.161
H -0.194 0.104 -2.230
H 1.200 1.453 -2.048
H -0.557 1.904 -1.951
H -1.654 1.586 0.175
H -0.690 0.968 1.637
H -2.646 -0.477 -0.137
H 0.406 -1.168 1.793
H -0.514 -2.374 2.785

Summary:
HOMO-LUMO gap, hartree: 0.3378
Net charge: 0
Lowest unoccupied orbital energy, eV: 0.970
Multiplicity: 1
E_HOMO, eV: -8.222
SMILES: C=NN(C)C/C=N\N


## c
DFT (the ωB97M-V functional and the def2-TZVPD basis) results for a structure of composition C4H10N4.

Atoms and positions in Å:
C -1.685 -0.788 0.726
C 0.846 -0.437 -0.038
C 2.418 -0.351 -0.210
C 0.611 1.026 0.461
H -2.213 0.401 0.503
H -0.724 -0.804 1.571
H -2.437 -1.637 0.883
H -1.723 -2.322 -0.680
H 2.861 -1.549 -0.068
H 3.255 0.418 0.508
H 2.788 0.219 -1.221
H 1.340 1.359 1.303
H -1.367 0.969 -1.234
H -1.864 2.436 -0.650
N -1.167 -1.335 -0.543
N 0.202 -1.355 -0.585
N -0.204 1.936 0.235
N -0.938 1.815 -0.963

Summary:
HOMO-LUMO gap, hartree: 0.3536
Net charge: 0
Lowest unoccupied orbital energy, eV: 0.751
Multiplicity: 1
E_HOMO, eV: -8.870


Computed energies relative to the best structure, in kcal/mol: a 28.9; b 0.0; c 94.2